(1)
The following is a DFT calculation (wB97M-V/def2-TZVPD) of a molecular structure, C24H22BN4PPt.

XYZ file:
```
53
C24H22BN4PPt wB97M-V/def2-TZVPD
Pt -0.4028 -0.8914 0.8685
C 2.7372 -0.8524 -4.3508
C 2.3194 -1.8002 -3.4264
C 1.7470 -1.3954 -2.2306
C 1.5935 -0.0383 -1.9544
C 2.0190 0.9100 -2.8824
C 2.5878 0.5007 -4.0793
P 0.9181 0.4241 -0.3426
C 0.3905 2.1430 -0.5009
C 0.9246 3.1274 0.3222
C 0.4641 4.4337 0.2265
C -0.5311 4.7564 -0.6830
C -1.0731 3.7722 -1.5012
C -0.6159 2.4686 -1.4095
C 2.1302 0.2034 0.9608
C 3.4658 0.5198 1.1620
C 4.0981 -0.0312 2.2658
C 3.4002 -0.9049 3.0941
C 2.0707 -1.2300 2.8630
C 1.3831 -0.6602 1.7891
H 3.1783 -1.1693 -5.2870
H 2.4332 -2.8550 -3.6395
H 1.4080 -2.1268 -1.5051
H 1.8982 1.9654 -2.6726
H 2.9137 1.2383 -4.8010
H 1.6906 2.8713 1.0436
H 0.8822 5.1984 0.8680
H -0.8920 5.7744 -0.7511
H -1.8573 4.0195 -2.2045
H -1.0495 1.6999 -2.0394
H 4.0032 1.1588 0.4705
H 5.1372 0.1918 2.4704
H 3.9174 -1.3568 3.9325
H 1.5974 -1.9557 3.5107
B -3.9221 -1.7381 1.1718
N -2.9523 -1.5568 2.3843
C -3.4401 -1.5170 3.6270
C -2.3956 -1.5992 4.5278
C -1.2667 -1.6850 3.7257
N -1.6091 -1.6726 2.4331
N -3.2162 -1.6020 -0.2127
C -3.8336 -1.9035 -1.3578
C -3.0155 -1.5573 -2.4178
C -1.8777 -1.0441 -1.8102
N -2.0107 -1.0724 -0.4773
H -4.3956 -2.8493 1.2047
H -4.7666 -0.8810 1.2814
H -4.5036 -1.4512 3.7827
H -2.4440 -1.5889 5.6018
H -0.2331 -1.7152 4.0110
H -4.8213 -2.3322 -1.3389
H -3.2142 -1.6674 -3.4688
H -0.9688 -0.6764 -2.2541
```

Output
ΔE to the lowest compared entry with this formula, charge and spin: 0.0 kcal/mol
E_LUMO: 0.454 eV
highest occupied orbital energy: -8.3 eV

***

(2)
The following is a DFT calculation (wB97M-V/def2-TZVPD) of a molecular structure, C25H31N6O6S3ScSi.

XYZ file:
```
73
C25H31N6O6S3ScSi wB97M-V/def2-TZVPD
Sc 0.1963 0.3724 0.4043
O 0.2405 2.2235 -2.9039
C -0.4419 1.0977 -2.4862
O 0.2048 0.4224 -1.5078
C -0.6912 0.1895 -3.6817
O -1.4846 -0.9126 -3.2946
C -2.7349 -0.4810 -2.8069
C -2.6773 0.6008 -1.7290
O -3.9607 1.2367 -1.6926
O -1.7133 1.5682 -1.9988
H 0.4470 2.7115 -2.0761
H 0.2610 -0.1980 -4.0397
H -1.1878 0.7715 -4.4708
H -3.2435 -1.3607 -2.4073
H -3.3379 -0.0470 -3.6201
S -0.8449 1.3703 2.5817
C -1.4473 2.9270 2.0167
C -2.5999 3.4671 2.5868
C -3.1111 4.6897 2.1829
C -2.4672 5.3985 1.1771
C -1.3255 4.8731 0.5966
C -0.7933 3.6491 0.9962
S 0.6672 3.0251 0.2378
H -3.0984 2.8965 3.3600
H -4.0129 5.0774 2.6416
H -2.8592 6.3488 0.8344
H -0.8253 5.4109 -0.1990
C 5.9551 0.2061 -1.1556
N 4.6169 -0.2869 -1.3765
C 4.1069 -1.4485 -0.9265
S 2.8532 -2.2258 -1.6986
N 4.6995 -1.9948 0.1875
C 5.0221 -1.1977 1.3644
H 6.4488 0.3639 -2.1184
H 6.5249 -0.5416 -0.6052
H 5.9531 1.1479 -0.5986
H 4.0434 0.1706 -2.0688
H 4.2428 -2.8693 0.4055
H 5.0773 -0.1454 1.1018
H 5.9806 -1.5058 1.7885
H 4.2395 -1.3048 2.1150
C -1.5175 -4.3979 1.4229
Si -0.5531 -3.0450 0.4996
C -0.3355 -3.6389 -1.2694
C 1.0863 -3.0409 1.4370
N -1.1993 -1.4404 0.5204
C -2.4935 -1.2020 0.1982
C -3.5364 -2.0925 0.1710
C -4.8781 -1.6677 -0.1455
C -5.2619 -0.4073 -0.3995
C -4.2574 0.6887 -0.3750
C -2.8108 0.2069 -0.2273
H -0.7976 -5.1705 1.7019
H -2.2945 -4.8638 0.8197
H -1.9752 -4.0199 2.3352
H 0.5032 -4.3294 -1.3560
H -0.1579 -2.7935 -1.9328
H -1.2391 -4.1457 -1.6118
H 1.7574 -3.7859 1.0041
H 0.8888 -3.3074 2.4758
H 1.6227 -2.0900 1.4302
H -3.3924 -3.1221 0.4448
H -5.6407 -2.4436 -0.1525
H -6.2990 -0.1657 -0.5951
H -4.5453 1.5115 0.2878
H -2.2508 0.9278 0.3805
O 2.0831 0.1532 1.1245
N 2.2975 0.6315 2.3267
C 3.0949 1.6583 2.3852
C 3.4002 2.1874 3.6821
N 3.6924 2.6237 4.7053
C 3.7390 2.2374 1.2411
N 4.3478 2.6476 0.3548
```

Output
ΔE to the lowest compared entry with this formula, charge and spin: 29.6 kcal/mol
E_LUMO: 4.265 eV
charge: -2
highest occupied orbital energy: -1.6 eV